No. 1
Density functional theory data (ωB97M-V with the def2-TZVPD basis set) for a molecular structure, C4H5NO2 in a non-equilibrium geometry.

Properties
HOMO ... -9.374 eV
Charge ... 0
Lowest unoccupied orbital energy ... 0.4 eV
Spin multiplicity ... 1
Gap between HOMO and LUMO ... 9.803 eV

Each line ends with the Mulliken charge.
CARTESIAN COORDINATES (ANGSTROEM)
O1 1.32602 -0.11620 -2.09907  -0.50
C1 0.97769 0.70424 -1.29748  0.00
C2 -0.20803 0.71927 -0.51055  0.08
C3 -0.48553 -1.15239 0.03396  -0.60
N1 -0.25318 -0.89962 1.43674  -0.40
C4 -0.17463 0.33478 1.67130  0.08
O2 -0.35801 1.28187 0.69589  -0.36
H1 1.52953 1.64879 -1.08845  0.31
H2 -1.26107 0.15088 -0.99107  0.30
H3 -1.40373 -1.74307 -0.08178  0.38
H4 0.33927 -1.71573 -0.41665  0.32
H5 -0.02833 0.78717 2.64716  0.38

No. 2
Density functional theory data (ωB97M-V with the def2-TZVPD basis set) for 2 unconnected molecules or ions with the total composition C4H9N in a non-equilibrium geometry.

Properties
SMILES ... C=CN.C=C
HOMO ... -8.324 eV
Charge ... 0
Lowest unoccupied orbital energy ... 1.1 eV
Spin multiplicity ... 1
Gap between HOMO and LUMO ... 9.423 eV

Each line ends with the Mulliken charge.
CARTESIAN COORDINATES (ANGSTROEM)
C1 1.15684 -1.46338 1.60821  -0.41
C2 -0.09858 -1.76165 1.33965  -0.51
H1 2.01116 -1.77787 0.89455  0.23
H2 1.26046 -0.82218 2.48003  0.25
H3 -0.53057 -2.33787 0.57497  0.29
H4 -0.95227 -1.52591 2.12185  0.14
C3 -0.40495 2.15000 -0.36411  -0.71
C4 -0.52421 1.38219 -1.55051  0.05
N1 -0.45813 -0.05929 -1.50199  -0.42
H5 0.28125 1.74575 0.42171  0.16
H6 -0.98699 3.03816 -0.12960  0.25
H7 -0.96905 1.78029 -2.53374  0.26
H8 0.33074 0.05275 -0.86325  0.16
H9 -0.11570 -0.40099 -2.49777  0.26

No. 3
Density functional theory data (ωB97M-V with the def2-TZVPD basis set) for a molecular structure, C20H20BCoN10S2 in a non-equilibrium geometry.

Properties
HOMO (spin up / spin down) ... -11.908 / -11.908 eV
Charge ... +1
Lowest unoccupied orbital energy (spin up / spin down) ... -7.1 / -7.1 eV
Spin multiplicity ... 2
Gap between HOMO and LUMO (spin up / spin down) ... 4.831 / 4.815 eV

Each line ends with the Mulliken spin population.
CARTESIAN COORDINATES (ANGSTROEM)
Co1 0.13913 -0.72788 -1.94730  0.99
C1 -3.43519 -1.55173 -1.93150  0.01
C2 -2.73139 -0.93918 -0.76895  -0.02
C3 -3.23921 -0.54878 0.47801  0.00
C4 -2.18795 0.06190 1.12720  0.01
N1 -1.10732 0.02409 0.32659  -0.02
N2 -1.44604 -0.60493 -0.83080  0.08
B1 0.17754 0.91611 0.43253  -0.03
N3 0.17715 1.82684 -0.83459  0.02
C5 0.28271 3.14260 -1.07548  0.01
C6 0.26517 3.34879 -2.43960  -0.01
C7 0.16252 2.07585 -3.00450  -0.01
C8 0.11998 1.66347 -4.43802  0.01
N4 0.11619 1.17834 -2.02261  -0.04
N5 1.50308 0.07968 0.29593  -0.01
C9 2.62361 0.10735 1.03632  0.01
C10 3.63053 -0.52579 0.33670  -0.01
C11 3.05380 -0.92062 -0.87328  -0.01
C12 3.67690 -1.57101 -2.06003  0.02
N6 1.76161 -0.55579 -0.87193  0.06
N7 0.13581 1.62980 1.74805  0.00
C13 -0.39631 2.81377 2.14686  0.00
C14 -0.40523 2.83118 3.51477  0.00
C15 0.13627 1.58446 3.89848  0.00
C16 0.35879 1.05703 5.27850  0.00
N8 0.44517 0.86302 2.83540  0.00
H1 -4.29848 -2.12395 -1.60216  0.00
H2 -3.77982 -0.77467 -2.61568  0.00
H3 -2.77513 -2.22336 -2.48340  -0.01
H4 -4.24357 -0.68449 0.83913  0.00
H5 -2.13287 0.51718 2.10219  0.00
H6 0.39258 3.85391 -0.27757  0.00
H7 0.32931 4.28872 -2.95826  0.00
H8 0.16944 2.53596 -5.08435  0.00
H9 0.96294 1.01622 -4.68732  0.00
H10 -0.80388 1.12956 -4.66672  0.00
H11 2.61544 0.55751 2.01319  0.00
H12 4.64936 -0.67192 0.64959  0.00
H13 4.55615 -2.14254 -1.77026  0.00
H14 2.97574 -2.24197 -2.55703  -0.01
H15 3.99314 -0.81463 -2.78030  0.00
H16 -0.77326 3.54257 1.45154  0.00
H17 -0.75114 3.62504 4.15393  0.00
H18 0.09172 1.80404 6.02282  0.00
H19 -0.24336 0.16534 5.45231  0.00
H20 1.40306 0.78289 5.42499  0.00
S1 1.67518 -3.31843 0.11919  -0.01
C17 0.08851 -3.42323 -0.26464  0.00
S2 0.17561 -3.06911 -1.95702  -0.01
C18 -1.00626 -3.72454 0.55250  -0.01
C19 -2.25690 -4.06892 -0.01627  0.00
N9 -3.27292 -4.34794 -0.48075  0.00
C20 -0.84796 -3.73737 1.96039  0.00
N10 -0.70999 -3.71045 3.10317  0.00